# C36H37MnN4O2P2

A molecular structure, C36H37MnN4O2P2 (ωB97M-V/def2-TZVPD, the OMol25 dataset).

Orbital gap (spin up / spin down) (eV): 8.0 / 8.4
Expectation value of S²: 8.76
LUMO level (spin up / spin down) (eV): -2.0 / -2.3
2S+1: 6
Energy above the lowest of the compared OMol25 structures with the same formula, charge and spin (kJ/mol): 80.9
Charge: +1
Electronic energy (eV): -97883.8035
HOMO energy (spin up / spin down) (Eh): -0.36769 / -0.39465

```
82
Properties=species:S:1:pos:R:3:forces:R:3
Mn -0.3065 -0.5016 -0.8729 0.06 0.05 -0.04
C 0.9679 1.7786 2.2544 0.01 0.04 -0.05
C 1.5706 0.3694 2.2099 0.04 -0.04 -0.01
P 1.9058 -0.2526 0.5213 -0.07 -0.14 0.05
C 2.5409 -1.9357 0.7503 -0.11 0.04 0.02
C 3.7997 -2.2916 0.4848 0.06 -0.01 -0.04
C 4.2637 -3.6828 0.5684 0.01 0.00 0.00
C 3.4266 -4.6847 0.8226 -0.02 0.01 0.00
C 1.9685 -4.4390 1.0301 0.01 0.00 0.00
C 1.5047 -2.9555 1.1505 0.01 -0.02 0.03
C 3.2953 0.7126 -0.1211 0.04 -0.03 -0.01
C 3.5819 0.5899 -1.4822 0.01 0.02 0.03
C 4.6073 1.3217 -2.0562 0.00 0.00 -0.01
C 5.3481 2.2009 -1.2750 0.01 -0.01 0.01
C 5.0702 2.3300 0.0771 0.01 -0.01 0.00
C 4.0530 1.5820 0.6562 0.00 0.01 -0.02
C -0.4863 1.8675 1.7744 0.01 -0.02 -0.05
P -0.7054 1.9795 -0.0541 0.00 0.06 -0.03
C -2.4664 2.3978 -0.2385 -0.01 -0.01 0.12
C -3.3834 2.2133 0.7938 0.01 0.00 -0.05
C -4.7333 2.4656 0.5844 -0.03 0.01 -0.02
C -5.1763 2.9061 -0.6530 0.00 -0.02 0.02
C -4.2674 3.0869 -1.6889 0.05 0.02 0.00
C -2.9219 2.8286 -1.4845 -0.04 0.00 -0.04
C 0.1749 3.5170 -0.4782 -0.09 0.03 0.06
C -0.2920 4.7604 -0.0425 -0.01 -0.10 0.00
C 0.4257 5.9104 -0.3217 0.02 -0.01 0.00
C 1.6174 5.8300 -1.0340 0.00 0.04 0.00
C 2.0851 4.6030 -1.4743 0.02 0.00 -0.01
C 1.3620 3.4497 -1.2000 -0.03 -0.08 -0.02
H 1.5923 2.4876 1.7021 -0.01 0.00 0.01
H 0.9911 2.1072 3.2949 -0.01 -0.01 0.00
H 0.8639 -0.3381 2.6551 0.01 -0.01 0.00
H 2.4940 0.3160 2.7910 -0.02 0.03 0.04
H 4.5244 -1.5389 0.1952 0.00 -0.01 0.01
H 5.3191 -3.8723 0.4218 0.00 0.00 0.00
H 3.7882 -5.7045 0.8833 0.00 0.00 0.00
H 1.6014 -5.0307 1.8694 0.00 0.00 0.00
H 1.0825 -2.7004 2.1250 0.01 0.01 -0.01
H 2.9920 -0.0855 -2.0944 0.00 0.00 -0.01
H 4.8250 1.2158 -3.1110 0.00 0.00 0.00
H 6.1448 2.7809 -1.7218 0.00 0.01 0.00
H 5.6478 3.0115 0.6875 0.00 0.00 0.00
H 3.8526 1.6912 1.7141 0.01 0.00 -0.01
H -0.9584 2.7517 2.2091 0.00 0.01 0.00
H -1.0359 0.9867 2.1206 -0.02 0.01 0.01
H -3.0615 1.8661 1.7666 0.00 0.00 0.00
H -5.4353 2.3221 1.3957 0.00 0.01 0.00
H -6.2265 3.1140 -0.8116 -0.01 0.00 0.00
H -4.6079 3.4339 -2.6560 0.00 -0.01 0.00
H -2.2205 2.9639 -2.2997 0.02 0.00 0.00
H -1.2253 4.8222 0.5059 0.01 0.02 0.00
H 0.0606 6.8725 0.0124 -0.02 -0.01 0.01
H 2.1760 6.7314 -1.2503 0.00 0.00 0.00
H 3.0092 4.5409 -2.0343 -0.01 -0.02 0.00
H 1.7266 2.4900 -1.5477 -0.01 0.05 -0.01
C -5.0001 -0.5615 -2.0084 0.01 0.00 0.00
N -4.1853 -0.8107 -0.8241 0.01 -0.02 0.03
C -4.7614 -1.1229 0.3873 0.01 0.05 0.02
C -4.0413 -1.3433 1.4970 0.02 -0.15 -0.05
C -2.5853 -1.2620 1.4332 -0.03 0.47 0.07
O -1.8409 -1.3603 2.4028 0.03 -0.18 0.00
N -2.0709 -0.9761 0.1884 0.06 -0.06 0.02
C -2.8255 -0.7535 -0.8995 -0.04 -0.03 -0.11
O -2.2273 -0.4774 -1.9771 0.02 -0.02 0.04
H -5.9185 -0.0633 -1.7058 0.00 0.00 0.00
H -5.2380 -1.4940 -2.5202 0.00 0.00 0.00
H -4.4450 0.0849 -2.6807 0.00 0.00 0.00
H -5.8425 -1.1605 0.3803 0.00 0.01 -0.01
H -4.5168 -1.5676 2.4389 0.00 -0.01 0.00
C 1.5071 -2.7839 -3.3711 -0.01 0.00 -0.01
C 1.1656 -3.2037 -1.9849 0.04 0.09 -0.02
N 0.4533 -2.4971 -1.1659 -0.09 -0.08 0.05
C 0.3832 -3.2505 0.0974 0.04 0.04 -0.03
C 1.0175 -4.6384 -0.1806 0.00 0.00 0.01
N 1.5797 -4.3902 -1.4985 0.05 -0.03 0.01
H 1.3145 -1.7218 -3.5020 -0.01 0.00 -0.01
H 0.8905 -3.3343 -4.0830 0.01 -0.01 -0.01
H 2.5533 -2.9921 -3.5930 0.00 0.00 0.01
H -0.6173 -3.2330 0.5190 -0.03 0.01 -0.01
H 0.3923 -5.5309 -0.1761 -0.01 0.00 0.01
H 2.0866 -5.0658 -2.0420 -0.02 0.00 -0.01
```
Positions in Å, forces in eV/Å.

Löwdin charges in e: 0.740 -0.274 -0.320 1.022 -0.316 -0.057 -0.064 -0.044 -0.175 -0.176 -0.394 -0.126 -0.071 -0.071 -0.060 -0.075 -0.325 1.020 -0.377 -0.091 -0.075 -0.082 -0.075 -0.092 -0.367 -0.077 -0.066 -0.069 -0.070 -0.099 0.090 0.119 0.083 0.091 0.103 0.106 0.113 0.151 0.141 0.095 0.110 0.111 0.112 0.103 0.093 0.064 0.100 0.111 0.108 0.110 0.115 0.112 0.110 0.109 0.105 0.077 0.001 -0.034 -0.044 0.022 -0.518 0.014 0.070 -0.551 -0.071 0.092 0.100 0.087 0.135 0.116 0.020 -0.384 0.012 -0.195 -0.150 0.137 0.074 0.098 0.093 0.133 0.151 0.159

***

# C20H23FO5S

C20H23FO5S in the gas phase at a distorted geometry (ωB97M-V/def2-TZVPD, the OMol25 dataset).

Orbital gap (eV): 8.9
LUMO level (eV): 0.5
Energy above the lowest of the compared OMol25 structures with the same formula, charge and spin (kJ/mol): 202.8
Structure (SMILES): CCc1ccc(Cc2cc3c(cc2F)CO[C@]32O[C@H](C)[C@@H](O)[C@H](O)[C@H]2O)s1
Charge: 0
Electronic energy (eV): -44900.5938
HOMO energy (Eh): -0.30890

```
50
Properties=species:S:1:pos:R:3:forces:R:3
C -1.4395 4.1896 5.6166 -0.30 -1.93 1.85
C -0.3495 4.3626 4.6207 1.93 0.96 -0.48
C -0.3181 3.6227 3.3267 -0.09 0.01 0.87
C 0.5477 2.6469 3.0233 2.47 -1.65 -3.08
C 0.5934 2.2394 1.5562 -2.59 4.50 1.31
C -0.3167 3.1466 0.8826 1.75 -2.39 0.96
C -0.7404 3.0322 -0.5805 0.21 1.60 1.06
C -1.3112 1.6767 -0.7686 -0.49 -0.88 -1.06
C -0.3871 0.6864 -1.1091 -1.35 -0.68 -0.88
C -0.8820 -0.5851 -1.4778 0.30 0.28 0.80
C -2.2156 -0.8980 -1.4126 0.81 -0.53 -0.47
C -3.1140 0.0902 -1.0864 -0.99 -0.74 0.55
C -2.6852 1.3332 -0.7295 2.89 -0.52 -0.54
F -3.5350 2.2394 -0.3522 -1.44 1.42 0.50
C -2.3841 -2.3797 -1.7841 0.31 2.00 -1.71
O -1.0272 -2.9011 -1.8223 -1.00 0.63 -2.06
C -0.0905 -1.8448 -1.7259 -0.63 2.15 2.68
O 0.4999 -2.0882 -0.4595 1.16 0.29 -0.22
C 1.3185 -3.2525 -0.4284 0.79 0.95 0.79
C 2.0819 -3.2395 0.9338 -1.44 -2.41 -0.37
C 2.3445 -3.2097 -1.5782 0.79 0.05 0.74
O 2.9157 -4.4957 -1.6467 -0.15 -0.17 0.32
C 1.7403 -2.8213 -2.8617 -0.86 -0.44 -3.49
O 2.6590 -2.8324 -3.9924 -0.42 0.52 -0.73
C 0.9816 -1.5083 -2.7670 -0.85 -1.72 -1.76
O 0.3800 -1.2180 -4.0897 1.41 -0.90 0.93
S -1.1602 4.2134 1.9826 0.10 -0.84 -1.26
H -2.4415 3.9682 5.2156 0.51 -0.11 -0.03
H -1.5460 5.0578 6.2392 -0.01 0.66 0.15
H -1.1201 3.3915 6.3717 -0.84 0.65 -1.13
H -0.2910 5.4150 4.3577 -0.13 0.36 -0.14
H 0.6686 4.1943 5.0527 -0.89 -0.06 0.12
H 1.4625 2.3938 3.5858 -1.07 -0.12 0.41
H 1.3627 1.6472 1.0606 -0.52 -0.10 0.31
H -1.3860 3.9309 -0.7579 0.19 -1.12 -0.37
H 0.1282 3.0812 -1.2650 -0.33 0.37 0.50
H 0.6611 0.9677 -1.1871 -0.15 -0.31 0.06
H -4.1471 -0.1511 -0.9561 -0.65 0.05 -0.12
H -2.9411 -2.3810 -2.7886 1.03 -0.57 1.13
H -2.9487 -2.9091 -1.0688 -0.55 -0.82 0.82
H 0.6935 -4.1467 -0.4845 0.14 -0.02 -0.35
H 3.0748 -3.6146 0.6520 -0.13 0.01 0.85
H 2.1085 -2.2819 1.4215 0.04 0.48 -0.13
H 1.5163 -3.9818 1.6209 1.31 1.20 -0.87
H 3.1358 -2.4694 -1.3550 -0.18 -0.03 0.27
H 3.5170 -4.4827 -2.3862 0.39 -0.15 -0.49
H 1.0863 -3.6347 -3.2023 -0.77 0.27 0.83
H 2.0817 -2.7587 -4.8243 1.22 -0.05 1.97
H 1.6765 -0.6841 -2.5012 -0.76 -0.39 0.27
H -0.4581 -0.7568 -4.0705 -0.18 0.21 0.67
```
Positions in Å, forces in eV/Å.

Löwdin charges in e: -0.114 -0.304 -0.616 -0.128 -0.040 -0.491 -0.164 -0.149 0.061 -0.089 -0.124 0.051 -0.247 0.122 -0.052 0.004 -0.408 -0.003 -0.281 -0.002 -0.312 0.017 -0.289 -0.040 -0.157 -0.003 1.081 0.082 0.058 0.099 0.098 0.126 0.113 0.095 0.122 0.123 0.127 0.126 0.153 0.112 0.155 0.076 0.068 0.109 0.175 0.092 0.173 0.133 0.175 0.087

***

# C5H8N

A gas-phase ion, C5H8N (charge +1) at a distorted geometry (ωB97M-V/def2-TZVPD, the OMol25 dataset).

Orbital gap (eV): 8.8
LUMO level (eV): -6.3
Energy above the lowest of the compared OMol25 structures with the same formula, charge and spin (kJ/mol): 304.5
Charge: +1
Electronic energy (eV): -6794.9328
HOMO energy (Eh): -0.55544

```
14
Properties=species:S:1:pos:R:3:forces:R:3
C -0.1902 1.5296 0.5031 -0.86 -0.32 0.59
C -0.0075 -1.3425 -0.0172 0.75 -1.44 1.42
C 1.2791 -0.3060 0.6786 -1.57 0.93 1.61
C -0.3565 -0.5071 -1.0544 -1.00 1.54 1.85
C -1.0475 0.7153 -0.5270 -0.45 -0.25 -1.91
N 0.7998 0.9720 1.0062 0.34 -0.45 0.14
H 0.4029 -2.3495 -0.1735 0.04 0.54 -0.23
H -0.6637 -1.3361 0.8733 0.24 0.19 -0.52
H 1.7388 -0.8152 1.5353 -0.87 -0.41 -0.14
H 2.0201 -0.1844 -0.0090 2.10 0.12 -2.18
H -0.1507 -0.6466 -2.0937 0.45 -0.08 -0.48
H -0.5146 2.5637 0.8136 0.38 -1.16 -0.64
H -2.0276 0.3189 -0.1886 0.49 0.60 0.60
H -1.2824 1.3881 -1.3467 -0.05 0.20 -0.11
```
Positions in Å, forces in eV/Å.

Löwdin charges in e: -0.050 -0.048 -0.030 0.054 -0.099 0.066 0.134 0.148 0.150 0.091 0.145 0.163 0.157 0.120

***

# C11H10ClDyN

A molecular structure, C11H10ClDyN at a distorted geometry (ωB97M-V/def2-TZVPD, the OMol25 dataset).

Orbital gap (spin up / spin down) (eV): 3.6 / 7.0
Expectation value of S²: 9.80
LUMO level (spin up / spin down) (eV): 0.7 / 3.2
2S+1: 6
Charge: -1
Electronic energy (eV): -49665.1002
HOMO energy (spin up / spin down) (Eh): -0.10789 / -0.14129

```
24
Properties=species:S:1:pos:R:3:forces:R:3
C 0.9624 -1.8395 2.7104 0.34 -1.13 -0.16
C 1.9341 -1.0188 2.0823 0.63 -0.67 -0.42
C 1.7752 -1.1340 0.6747 -0.96 -0.41 0.77
H 2.8073 -0.5663 2.5674 -0.67 0.04 -0.13
C 0.6014 -1.9152 0.4138 1.45 -1.36 1.11
C 0.1501 -2.4260 1.6870 1.62 -0.73 -0.45
H -0.5738 -3.2157 1.8451 -0.20 0.28 -0.09
H 0.9079 -2.0817 3.7845 -0.07 0.34 -0.68
H 2.5196 -0.8628 -0.0633 -0.32 0.49 -0.02
H 0.4022 -2.3943 -0.5413 -0.43 0.49 0.14
Dy -0.7108 -0.1844 1.9066 -0.30 1.42 -0.28
Cl -0.1746 1.9013 3.0898 0.34 1.60 0.90
C -0.5536 2.2868 -2.3963 1.09 1.20 1.49
C -0.3017 0.9839 -2.9382 3.22 -1.07 -0.55
C 1.0658 0.6775 -2.6882 -2.22 -0.72 -1.36
H -0.9445 0.4520 -3.6207 -0.14 -0.20 0.26
C 1.6373 1.7575 -1.9474 -0.62 0.69 0.73
C 0.6170 2.7303 -1.7258 -0.56 0.00 -0.57
H 0.7251 3.6513 -1.1472 -0.08 -0.45 -0.30
H -1.4982 2.8240 -2.4711 0.30 -0.16 0.14
H 1.6122 -0.1939 -3.0917 -0.47 0.60 0.47
H 2.6620 1.7945 -1.5589 -0.54 0.03 -0.23
N -3.6679 -0.9016 0.0960 1.10 0.39 0.89
C -2.7690 -0.6004 0.7892 -2.49 -0.68 -1.67
```
Positions in Å, forces in eV/Å.

Löwdin charges in e: -0.317 -0.232 -0.188 0.095 -0.246 -0.340 0.091 0.098 0.081 0.091 0.804 -0.335 -0.074 -0.085 -0.118 0.089 -0.076 -0.117 0.090 0.101 0.096 0.105 -0.128 -0.486